# 1
The following is a DFT calculation (the ωB97M-V functional and the def2-TZVPD basis) of 2 unconnected molecules or ions with the total composition C3H10N2O.

Summary:
HOMO energy (spin up / spin down) = -15.3 / -15.3 eV
expectation value of S² = 0.76
electronic energy = -8290.2575 eV
LUMO (spin up / spin down) = -4.152 / -8.642 eV
orbital gap (spin up / spin down) = 11.2 / 6.7 eV

```
! wB97M-V def2-TZVPD RIJCOSX def2/J DEFGRID3
* xyz 1 2
C 0.36 1.32 0.92
C 0.24 -0.30 0.90
N 0.91 -1.01 -0.16
C 0.87 -0.56 -1.52
N 1.93 -0.06 -1.95
H -0.11 1.86 0.09
H 1.37 1.65 1.19
H -0.20 1.55 1.90
H 0.60 -0.82 1.75
H -0.81 -0.41 0.70
H 1.92 -1.20 -0.08
H -0.22 -0.25 -1.78
H 1.80 0.14 -2.96
H -3.26 -0.92 1.03
H -2.45 -0.08 -0.10
O -2.95 -0.90 0.05
*
```

Mulliken population analysis, charges in e, atoms 1 to 4:
1 C -0.8716
2 C -0.2316
3 N 0.0076
4 C 0.0646



# 2
The following is a DFT calculation (the ωB97M-V functional and the def2-TZVPD basis) of a molecular structure, C40H34MnN2O2PS2SbSe2.

Summary:
HOMO energy (spin up / spin down) = -7.6 / -7.6 eV
expectation value of S² = 0.81
electronic energy = -248616.8948 eV
LUMO (spin up / spin down) = 0.029 / 0.220 eV
orbital gap (spin up / spin down) = 7.6 / 7.8 eV

```
! wB97M-V def2-TZVPD RIJCOSX def2/J DEFGRID3
* xyz 0 2
Mn 0.58 -0.68 0.14
O 4.82 -0.61 3.82
C 3.73 -0.62 4.59
C 3.91 -0.67 5.97
C 2.83 -0.71 6.83
C 1.54 -0.68 6.32
C 1.34 -0.60 4.96
C 2.42 -0.57 4.08
C 2.13 -0.54 2.64
O 0.95 -0.31 2.24
N 3.13 -0.76 1.80
N 2.77 -0.87 0.48
C 3.82 -0.91 -0.29
S 3.78 -1.14 -2.01
C 5.59 -1.38 -2.16
C 6.26 -0.48 -1.15
S 5.41 -0.70 0.45
H 4.54 -0.64 2.88
H 4.92 -0.71 6.35
H 2.99 -0.77 7.89
H 0.69 -0.73 6.99
H 0.34 -0.57 4.55
H 5.85 -1.12 -3.18
H 5.80 -2.43 -1.97
H 6.17 0.57 -1.43
H 7.31 -0.72 -1.01
Se 0.39 -0.43 -2.46
P -0.67 -2.28 -1.95
Se -0.89 -2.62 0.20
C 0.28 -3.67 -2.66
C 0.80 -3.55 -3.95
C 1.50 -4.60 -4.50
C 1.70 -5.76 -3.78
C 1.22 -5.87 -2.48
C 0.51 -4.82 -1.92
C -2.32 -2.20 -2.76
C -2.41 -1.72 -4.06
C -3.66 -1.50 -4.62
C -4.80 -1.73 -3.88
C -4.71 -2.21 -2.58
C -3.46 -2.45 -2.02
H 0.67 -2.62 -4.49
H 1.90 -4.51 -5.51
H 2.24 -6.59 -4.22
H 1.40 -6.76 -1.90
H 0.13 -4.89 -0.91
H -1.51 -1.51 -4.62
H -3.73 -1.12 -5.63
H -5.78 -1.54 -4.31
H -5.59 -2.38 -1.99
H -3.38 -2.82 -1.01
C -5.18 1.59 -1.92
C -5.03 0.79 -0.80
C -3.83 0.78 -0.11
C -2.78 1.58 -0.53
C -2.91 2.34 -1.67
C -4.12 2.36 -2.36
Sb -0.91 1.52 0.56
C -0.03 3.29 -0.27
C 1.24 3.19 -0.82
C 1.85 4.30 -1.38
C 1.19 5.52 -1.38
C -0.07 5.63 -0.83
C -0.69 4.51 -0.28
C -1.64 2.25 2.44
C -1.28 3.49 2.93
C -1.78 3.93 4.14
C -2.62 3.13 4.88
C -2.95 1.87 4.42
C -2.46 1.42 3.21
H -6.12 1.62 -2.44
H -5.85 0.17 -0.46
H -3.72 0.14 0.76
H -2.08 2.93 -2.03
H -4.22 2.98 -3.23
H 1.75 2.22 -0.82
H 2.84 4.22 -1.82
H 1.67 6.39 -1.82
H -0.59 6.58 -0.83
H -1.68 4.59 0.14
H -0.61 4.12 2.35
H -1.50 4.91 4.51
H -3.02 3.48 5.82
H -3.60 1.22 5.01
H -2.70 0.42 2.86
*
```

Mulliken population analysis, charges in e, atoms 1 to 4:
1 Mn 0.6655
2 O -0.6669
3 C 0.4611
4 C -0.7327



# 3
The following is a DFT calculation (the ωB97M-V functional and the def2-TZVPD basis) of a molecular structure, C30H44F6N5O6PSSbV.

Summary:
HOMO energy (spin up / spin down) = -0.1 / -2.8 eV
expectation value of S² = 2.42
electronic energy = -120218.3439 eV
LUMO (spin up / spin down) = 3.972 / 3.970 eV
orbital gap (spin up / spin down) = 4.1 / 6.8 eV

```
! wB97M-V def2-TZVPD RIJCOSX def2/J DEFGRID3
* xyz -2 3
V 0.18 1.59 1.06
O 2.24 0.79 2.50
C 1.13 1.10 2.93
O 0.61 2.24 2.70
C 0.36 0.06 3.73
C -1.05 0.50 4.16
C -1.43 -0.30 5.42
C -1.66 -1.69 4.80
C -1.46 -1.39 3.30
O -1.90 -0.06 3.16
C 0.04 -1.25 2.96
C 0.02 -1.24 1.42
O -0.11 -2.34 0.87
O -0.01 -0.14 0.81
H 0.99 -0.16 4.60
H -1.22 1.56 4.23
H -2.33 0.13 5.86
H -0.63 -0.27 6.16
H -2.67 -2.05 4.98
H -0.95 -2.43 5.16
H -2.00 -2.05 2.62
H 0.64 -2.10 3.29
F -1.71 3.23 2.83
Sb -0.48 3.99 4.22
F -1.83 3.35 5.51
F 0.70 2.75 5.25
F 0.23 5.21 5.57
F 0.79 4.87 3.05
F -1.66 5.51 3.89
C -3.43 -2.68 -2.50
N -2.56 -1.55 -2.74
C -3.38 -0.42 -3.15
N -4.44 -0.10 -2.21
C -5.24 -1.28 -1.97
N -4.47 -2.43 -1.52
C -3.90 -2.21 -0.20
P -2.72 -0.73 -0.04
C -1.75 -1.22 -1.58
C -3.90 0.42 -0.97
H -2.82 -3.53 -2.16
H -3.91 -2.95 -3.45
H -3.84 -0.67 -4.12
H -2.74 0.46 -3.27
H -5.75 -1.56 -2.90
H -6.00 -1.05 -1.21
H -3.36 -3.11 0.09
H -4.73 -2.08 0.50
H -1.15 -2.10 -1.31
H -1.07 -0.40 -1.84
H -3.37 1.35 -1.17
H -4.74 0.65 -0.30
C 0.22 4.58 -0.15
C -0.95 3.77 -0.71
C -0.94 3.87 -2.25
C -2.27 4.31 -0.16
C -0.76 2.34 -0.31
H 0.06 5.65 -0.26
H 1.15 4.30 -0.66
H 0.33 4.34 0.91
H -0.92 4.92 -2.56
H -1.82 3.40 -2.67
H -0.05 3.38 -2.64
H -2.41 5.35 -0.44
H -2.27 4.24 0.92
H -3.11 3.72 -0.54
H -1.16 1.67 -1.08
C 1.21 -2.63 -3.64
C 2.32 -2.95 -2.65
C 2.15 -2.27 -1.29
N 2.23 -0.83 -1.42
C 2.75 0.01 -0.48
S 2.18 1.61 -0.49
N 3.79 -0.33 0.32
C 4.77 -1.31 0.18
O 5.28 -1.82 1.18
C 5.24 -1.61 -1.17
C 5.08 -0.75 -2.27
C 5.64 -1.06 -3.49
C 6.35 -2.25 -3.66
C 6.53 -3.10 -2.58
C 6.00 -2.78 -1.35
H 1.36 -3.20 -4.56
H 1.20 -1.57 -3.90
H 0.24 -2.88 -3.22
H 3.29 -2.65 -3.06
H 2.35 -4.03 -2.49
H 2.96 -2.61 -0.63
H 1.20 -2.56 -0.82
H 1.43 -0.42 -1.87
H 3.76 0.12 1.24
H 4.55 0.18 -2.14
H 5.53 -0.38 -4.32
H 6.77 -2.50 -4.63
H 7.08 -4.03 -2.71
H 6.14 -3.42 -0.49
*
```

Mulliken population analysis, charges in e, atoms 1 to 4:
1 V -1.3561
2 O -0.6955
3 C -0.9825
4 O 0.2631



# 4
The following is a DFT calculation (the ωB97M-V functional and the def2-TZVPD basis) of C7H8O2S in the gas phase.

Summary:
HOMO energy = -9.2 eV
electronic energy = -22312.1889 eV
LUMO = -0.505 eV
orbital gap = 8.7 eV

```
! wB97M-V def2-TZVPD RIJCOSX def2/J DEFGRID3
* xyz 0 1
C 2.08 -1.16 0.19
C 1.10 -2.04 -0.10
C 1.87 0.29 0.33
C -0.32 -1.71 -0.40
C 0.80 1.02 0.20
C -0.88 -0.51 -0.31
C 0.27 2.37 0.34
O -2.92 1.26 -0.67
O -3.13 -0.58 0.93
S -2.56 -0.06 -0.28
H 3.10 -1.38 0.11
H 1.46 -3.03 -0.38
H 2.78 0.80 0.69
H -0.92 -2.54 -0.51
H 0.60 3.07 -0.37
H -0.83 2.49 0.38
H 0.73 2.46 1.41
H -3.22 -0.74 -1.54
*
```

Mulliken population analysis, charges in e, atoms 1 to 4:
1 C -0.3721
2 C -0.4007
3 C -0.1320
4 C -0.1103



# 5
The following is a DFT calculation (the ωB97M-V functional and the def2-TZVPD basis) of C3H4N2S2 in the gas phase.

Summary:
HOMO energy = -8.5 eV
structure (SMILES) = C1=NSC=NSC1
electronic energy = -27823.2284 eV
LUMO = 0.360 eV
orbital gap = 8.8 eV

```
! wB97M-V def2-TZVPD RIJCOSX def2/J DEFGRID3
* xyz 0 1
C 0.46 -0.22 1.15
C -0.63 1.33 -1.17
C 0.32 -1.43 0.13
H 1.29 0.57 0.80
H 1.11 -0.67 2.02
H -0.75 2.15 -1.87
H 0.00 -2.43 0.65
N -1.27 1.33 -0.12
N 0.18 -1.36 -1.09
S -1.25 0.48 1.43
S 0.54 0.25 -1.93
*
```

Mulliken population analysis, charges in e, atoms 1 to 4:
1 C -0.7815
2 C 0.0771
3 C 0.2126
4 H 0.3449



# 6
The following is a DFT calculation (the ωB97M-V functional and the def2-TZVPD basis) of a molecular structure, C8H20ClOScSm.

Summary:
HOMO energy (spin up / spin down) = -3.4 / -3.3 eV
expectation value of S² = 8.77
electronic energy = -61794.5291 eV
LUMO (spin up / spin down) = 2.516 / 2.522 eV
orbital gap (spin up / spin down) = 5.9 / 5.9 eV

```
! wB97M-V def2-TZVPD RIJCOSX def2/J DEFGRID3
* xyz -1 6
Sc 0.25 -1.24 -0.17
Cl 0.53 1.11 -0.99
C -1.93 -1.36 0.00
H -2.01 -2.22 0.69
H -2.41 -1.64 -0.95
H -2.49 -0.54 0.48
Sm 0.51 0.54 -3.49
C -1.46 1.40 -4.54
C 2.28 2.01 -4.09
C 0.66 -1.78 -2.37
H 3.28 1.72 -3.73
H 2.30 1.67 -5.14
H 2.15 3.10 -4.12
H -2.37 0.79 -4.53
H -1.68 2.48 -4.54
H -1.02 1.17 -5.53
H -0.01 -2.53 -2.89
H 1.65 -2.27 -2.66
C 1.34 -0.80 3.94
C 0.16 -0.32 3.07
C -1.13 -0.83 3.67
C 0.17 1.23 3.05
O 0.32 -0.85 1.78
H 1.14 -0.61 5.01
H 2.30 -0.34 3.66
H 1.43 -1.89 3.81
H -1.32 -0.68 4.75
H -1.97 -0.36 3.15
H -1.14 -1.89 3.50
H 1.10 1.68 2.66
H -0.68 1.63 2.44
H 0.02 1.64 4.07
*
```

Mulliken population analysis, charges in e, atoms 1 to 4:
1 Sc 0.7152
2 Cl -0.4856
3 C -1.1595
4 H 0.2997



# 7
The following is a DFT calculation (the ωB97M-V functional and the def2-TZVPD basis) of C7H17ClOSi in the gas phase.

Summary:
HOMO energy = -9.8 eV
structure (SMILES) = CCO[Si](C)(C)CCCCl
electronic energy = -29983.2894 eV
LUMO = 0.873 eV
orbital gap = 10.6 eV

```
! wB97M-V def2-TZVPD RIJCOSX def2/J DEFGRID3
* xyz 0 1
Cl 1.67 -1.64 -2.46
O 0.16 0.04 2.04
C 2.48 -0.35 1.40
C -0.07 -1.83 -2.80
C 1.51 0.59 2.13
C -0.81 -0.84 -1.93
C -2.54 0.87 1.30
C 0.04 1.95 -0.24
C -0.81 -1.11 -0.43
Si -0.80 0.43 0.68
H 2.48 -1.46 1.59
H 3.45 0.13 1.51
H 2.30 -0.38 0.30
H -0.27 -1.70 -3.85
H -0.26 -2.81 -2.51
H 1.65 1.61 1.71
H 1.87 0.72 3.16
H -0.33 0.15 -2.07
H -1.84 -0.67 -2.22
H -2.63 1.50 2.19
H -3.06 1.38 0.55
H -3.31 0.14 1.59
H 0.94 1.67 -0.67
H 0.30 2.75 0.48
H -0.68 2.34 -0.93
H -1.58 -1.83 -0.17
H 0.14 -1.65 -0.34
*
```

Mulliken population analysis, charges in e, atoms 1 to 4:
1 Cl -0.2061
2 O -0.4337
3 C -0.9029
4 C -0.6927



# 8
The following is a DFT calculation (the ωB97M-V functional and the def2-TZVPD basis) of 5 unconnected molecules or ions with the total composition C28H66FN6O12P3.

Summary:
HOMO energy = -7.6 eV
structure (SMILES) = [H]/N=C(/C)CP(CCP(=O)(OCC)OCC)(COCOCCO)(C[C@H](C)F)P(=N)(O)O.CN(C)C=O.CN(C)C=O.CN(C)C=O.CN(C)C=O
electronic energy = -94202.7143 eV
LUMO = 0.539 eV
orbital gap = 8.1 eV

```
! wB97M-V def2-TZVPD RIJCOSX def2/J DEFGRID3
* xyz 0 1
C 7.60 -3.10 0.79
C 6.25 -2.86 0.15
O 6.30 -1.59 -0.53
P 5.32 -1.22 -1.74
O 5.36 0.20 -2.05
C 3.71 -1.89 -1.32
C 2.74 -1.87 -2.52
P 0.96 -1.89 -2.02
C 0.95 -3.83 -2.11
O 1.99 -4.28 -1.25
C 2.32 -5.63 -1.46
O 3.25 -6.05 -0.53
C 2.79 -6.52 0.73
C 3.49 -5.82 1.89
O 2.73 -4.86 2.59
C -0.29 -1.81 -3.40
C -1.71 -2.24 -3.08
C -2.50 -1.29 -2.22
N -2.25 -3.30 -3.51
C 0.50 -1.93 -0.22
C -0.61 -2.88 0.26
C -1.43 -2.28 1.38
F -0.03 -4.08 0.74
P 1.02 0.50 -1.97
N 1.35 1.26 -3.29
O -0.42 1.03 -1.41
O 2.00 1.01 -0.77
O 5.75 -2.22 -2.91
C 7.12 -2.49 -3.23
C 7.92 -1.23 -3.54
H 7.82 -2.34 1.54
H 8.39 -3.10 0.04
H 7.60 -4.07 1.28
H 6.00 -3.66 -0.55
H 5.46 -2.82 0.91
H 3.36 -1.27 -0.48
H 3.80 -2.91 -0.95
H 2.92 -2.76 -3.11
H 2.93 -0.99 -3.14
H -0.01 -4.30 -1.89
H 1.21 -4.11 -3.15
H 2.78 -5.76 -2.44
H 1.39 -6.22 -1.42
H 1.70 -6.41 0.80
H 3.01 -7.59 0.78
H 3.80 -6.57 2.61
H 4.40 -5.35 1.49
H 2.06 -4.48 2.02
H -0.31 -0.80 -3.81
H 0.11 -2.47 -4.17
H -2.63 -1.66 -1.20
H -3.50 -1.20 -2.64
H -2.04 -0.31 -2.17
H -1.61 -3.85 -4.08
H 1.41 -2.16 0.34
H 0.17 -0.93 0.06
H -1.25 -3.19 -0.56
H -1.99 -3.08 1.88
H -2.14 -1.54 1.01
H -0.78 -1.82 2.12
H 1.61 0.69 -4.09
H -0.82 1.56 -2.13
H 1.84 0.59 0.08
H 7.08 -3.15 -4.09
H 7.57 -3.04 -2.41
H 8.42 -0.84 -2.65
H 7.27 -0.45 -3.92
H 8.69 -1.45 -4.29
C -1.27 4.94 -2.07
O -1.57 3.87 -2.59
N -0.32 5.09 -1.14
C -0.07 6.35 -0.46
C 0.46 3.91 -0.79
H -1.81 5.88 -2.30
H 0.95 6.69 -0.63
H -0.22 6.24 0.62
H -0.76 7.10 -0.84
H 1.03 3.56 -1.64
H -0.23 3.12 -0.49
H 1.12 4.14 0.04
C -0.31 7.21 3.90
O -0.06 6.85 2.76
N -1.28 6.66 4.66
C -1.55 7.11 6.01
C -2.06 5.57 4.10
H 0.23 8.03 4.40
H -1.40 6.31 6.73
H -2.57 7.47 6.10
H -0.87 7.93 6.26
H -1.41 4.73 3.83
H -2.58 5.89 3.20
H -2.78 5.24 4.85
C -4.15 1.40 0.95
O -3.81 0.24 0.74
N -4.29 2.31 -0.03
C -4.71 3.67 0.25
C -4.00 1.91 -1.40
H -4.39 1.78 1.95
H -5.64 3.91 -0.27
H -3.94 4.38 -0.05
H -4.88 3.77 1.32
H -4.65 1.09 -1.70
H -2.97 1.57 -1.46
H -4.14 2.76 -2.06
C -7.24 1.72 3.69
O -6.03 1.79 3.53
N -8.01 0.80 3.09
C -9.44 0.74 3.30
C -7.37 -0.16 2.20
H -7.80 2.41 4.34
H -9.73 -0.22 3.73
H -9.99 0.87 2.36
H -9.74 1.53 3.99
H -6.62 -0.74 2.73
H -6.88 0.35 1.37
H -8.13 -0.83 1.81
*
```

Mulliken population analysis, charges in e, atoms 1 to 4:
1 C -1.3344
2 C -0.0967
3 O -0.3936
4 P 0.7248



# 9
The following is a DFT calculation (the ωB97M-V functional and the def2-TZVPD basis) of a molecular structure, C26H50NP3RhS.

Summary:
HOMO energy (spin up / spin down) = -14.9 / -15.7 eV
expectation value of S² = 6.04
electronic energy = -70944.8756 eV
LUMO (spin up / spin down) = -7.640 / -10.367 eV
orbital gap (spin up / spin down) = 7.2 / 5.4 eV

```
! wB97M-V def2-TZVPD RIJCOSX def2/J DEFGRID3
* xyz 3 5
Rh 0.23 0.77 -0.50
P -1.48 2.12 -0.72
P -1.59 -1.72 0.83
P 1.98 2.06 -1.06
H -1.62 -4.02 -2.80
C -0.72 -3.44 -3.04
C 0.50 -3.77 -2.58
H 0.68 -4.72 -2.05
C -2.27 2.00 -2.35
C -2.87 1.83 0.45
C -1.14 3.90 -0.45
C -0.63 -3.23 0.74
C -2.08 -1.42 2.53
C -3.00 -1.84 -0.29
C 3.32 0.98 -1.66
C 2.79 2.95 0.32
C 1.85 3.37 -2.33
H -0.86 -2.52 -3.63
H 1.41 -3.18 -2.80
H -3.03 2.79 -2.46
H -2.76 1.02 -2.44
H -1.53 2.08 -3.15
H -3.69 2.51 0.22
H -2.56 2.01 1.49
H -3.24 0.80 0.36
H -2.06 4.47 -0.60
H -0.38 4.28 -1.15
H -0.78 4.07 0.57
H -1.13 -4.00 1.34
H 0.38 -3.04 1.14
H -0.52 -3.57 -0.30
H -2.72 -2.24 2.88
H -2.63 -0.47 2.60
H -1.19 -1.35 3.16
H -3.38 -2.88 -0.28
H -2.67 -1.60 -1.31
H -3.80 -1.16 0.01
H 4.27 1.53 -1.61
H 3.10 0.68 -2.69
H 3.39 0.08 -1.04
H 3.82 3.18 0.03
H 2.79 2.33 1.22
H 2.26 3.88 0.54
H 2.41 3.07 -3.23
H 2.26 4.31 -1.94
H 0.81 3.55 -2.64
C 1.15 -0.26 -5.32
C 0.64 -0.07 -6.63
C 0.88 -1.02 -7.62
C 1.65 -2.16 -7.34
C 2.20 -2.34 -6.06
C 1.99 -1.39 -5.07
S 0.74 0.78 -4.08
H -0.78 -0.52 0.51
H 0.06 0.82 -6.83
H 0.48 -0.87 -8.62
H 1.82 -2.91 -8.11
H 2.81 -3.22 -5.83
H 2.42 -1.49 -4.07
C 0.77 3.09 4.55
N 0.20 1.75 4.25
C -1.16 1.61 4.84
C 0.24 1.42 2.75
C 1.40 0.56 2.34
C 2.52 0.33 3.16
C 3.47 -0.63 2.79
C 3.31 -1.38 1.62
C 2.24 -1.09 0.75
C 1.39 -0.05 1.08
H 0.16 3.85 4.04
H 1.80 3.13 4.18
H 0.74 3.24 5.63
H 0.79 1.05 4.74
H -1.85 2.28 4.31
H -1.49 0.57 4.74
H -1.11 1.88 5.90
H -0.72 0.92 2.53
H 0.21 2.38 2.22
H 2.65 0.88 4.09
H 4.34 -0.80 3.43
H 4.03 -2.16 1.36
H 2.10 -1.62 -0.19
*
```

Mulliken population analysis, charges in e, atoms 1 to 4:
1 Rh -0.2817
2 P 0.7460
3 P 1.5067
4 P 0.9074